Here is a structure of composition C43H66As2CdNOSSb2Si from OMol25. Energies are from ωB97M-V/def2-TZVPD.

Cartesian coordinates (Å):
Cd  0.0011  -0.0572  -0.2114
C  -0.7321  3.4744  -0.7174
Sb  -2.0035  1.8403  -1.3175
C  -3.5987  2.1764  0.0603
C  -2.8553  3.0476  -2.9099
C  -3.7933  2.3607  -3.8681
C  -5.1405  2.2570  -3.4990
C  -6.0789  1.6339  -4.3053
C  -5.6785  1.1129  -5.5270
C  -4.3527  1.2253  -5.9172
C  -3.3844  1.8340  -5.1115
C  -1.9640  1.8761  -5.6198
Sb  -0.7243  0.2334  -4.8950
C  -1.5878  -1.1781  -6.2634
C  0.9653  0.7277  -6.1378
H  -1.3540  4.3377  -0.4746
H  -0.0657  3.7358  -1.5419
H  -0.1384  3.2041  0.1504
H  -3.6473  3.2434  0.2748
H  -3.4001  1.6205  0.9694
H  -4.5386  1.8404  -0.3828
H  -2.0103  3.5255  -3.4056
H  -3.3811  3.7942  -2.3140
H  -5.4562  2.6971  -2.5547
H  -7.1154  1.5730  -3.9919
H  -6.3969  0.6327  -6.1808
H  -4.0536  0.8479  -6.8904
H  -1.4506  2.8079  -5.3718
H  -1.9447  1.7554  -6.7033
H  -1.4156  -0.8334  -7.2867
H  -2.6627  -1.2327  -6.0693
H  -1.1553  -2.1721  -6.1348
H  1.3122  -0.1687  -6.6568
H  1.7845  1.1338  -5.5431
H  0.6522  1.4714  -6.8754
C  -2.0079  4.4244  2.8126
As  -1.3082  2.5982  2.9899
C  -2.5367  2.1402  4.4566
C  0.3105  3.0137  4.0212
C  0.8866  4.2790  3.9108
C  2.0505  4.6012  4.5960
C  2.6574  3.6567  5.4123
C  2.1017  2.3897  5.5206
C  0.9374  2.0460  4.8303
As  0.2040  0.2310  5.0291
C  -0.2063  0.3271  6.9463
C  1.8909  -0.7542  5.2023
H  -1.4865  4.9901  2.0409
H  -1.9196  4.9480  3.7639
H  -3.0625  4.3627  2.5422
H  -2.2971  2.7242  5.3449
H  -2.4947  1.0827  4.6953
H  -3.5483  2.3926  4.1353
H  0.4351  5.0304  3.2766
H  2.4820  5.5890  4.4895
H  3.5555  3.9054  5.9656
H  2.5856  1.6561  6.1574
H  0.5719  0.8749  7.4736
H  -0.2650  -0.6846  7.3464
H  -1.1623  0.8231  7.1078
H  2.3334  -0.6228  6.1918
H  2.6032  -0.4273  4.4426
H  1.6934  -1.8156  5.0446
C  1.1989  -0.6697  1.4833
Si  2.4612  -1.7407  0.6951
C  1.4063  -2.8582  -0.4275
N  0.6393  -2.0986  -1.4577
C  -0.6140  -2.7838  -1.8380
C  -0.3799  -4.1433  -2.5007
C  0.8486  -4.1082  -3.4351
C  1.1300  -2.6739  -3.8782
C  1.4639  -1.7897  -2.6742
C  3.4350  -2.8667  1.8155
C  4.8331  -2.8677  1.8596
C  5.5210  -3.7362  2.7026
C  4.8219  -4.6151  3.5201
C  3.4318  -4.6283  3.4926
C  2.7501  -3.7625  2.6479
C  3.6146  -0.6533  -0.3072
C  4.6002  -1.1965  -1.1435
C  5.4834  -0.3874  -1.8434
C  5.4051  0.9966  -1.7207
C  4.4395  1.5618  -0.8993
C  3.5553  0.7426  -0.1989
H  1.5905  0.2020  2.0064
H  0.5220  -1.2059  2.1523
H  0.6807  -3.3422  0.2427
H  2.0009  -3.6686  -0.8709
H  -1.1565  -2.1221  -2.5140
H  -1.2311  -2.8882  -0.9455
H  -1.2786  -4.3944  -3.0681
H  -0.2583  -4.9211  -1.7443
H  0.6818  -4.7473  -4.3037
H  1.7301  -4.5047  -2.9226
H  0.2540  -2.2842  -4.4090
H  1.9667  -2.6338  -4.5798
H  1.3401  -0.7422  -2.9479
H  2.5077  -1.9202  -2.4116
H  5.3973  -2.1773  1.2407
H  6.6051  -3.7242  2.7192
H  5.3582  -5.2865  4.1817
H  2.8813  -5.3139  4.1292
H  1.6594  -3.7847  2.6427
H  4.6818  -2.2785  -1.2518
H  6.2386  -0.8337  -2.4806
H  6.1009  1.6301  -2.2589
H  4.3791  2.6399  -0.7923
H  2.8219  1.2076  0.4524
C  -2.7991  -3.1154  1.7381
S  -2.4185  -1.3956  2.0022
C  -4.0665  -0.8587  2.4166
O  -2.1460  -0.8306  0.6196
H  -3.2516  -3.5279  2.6427
H  -1.8610  -3.6315  1.5263
H  -3.4774  -3.1829  0.8850
H  -4.4593  -1.4896  3.2173
H  -4.6744  -0.9310  1.5121
H  -4.0038  0.1756  2.7583

Calculated values
M = 1178.94 g mol⁻¹
HOMO level = -10.307 eV
Energy relative to the best compared isomer or geometry (same formula, charge and spin) = 5.6 kcal per mole
Gap between HOMO and LUMO = 0.2819 hartree
Charge = +1

Here is an isolated molecule of C5H5NO in a non-equilibrium geometry from OMol25. Energies are from ωB97M-V/def2-TZVPD.

Cartesian coordinates (Å):
N  -1.3747  2.6816  0.6741
C  -0.7771  1.7082  0.4803
C  -0.0669  0.4869  0.1800
C  1.3689  0.5302  -0.0975
C  0.2321  -1.7818  -0.2614
C  -0.8295  -0.7151  -0.3096
O  0.8666  0.0013  1.1374
H  1.7698  -0.1300  -0.8800
H  1.9313  1.4379  0.0606
H  -0.2663  -2.6928  0.0932
H  -1.1191  -0.6536  -1.3687
H  -1.7351  -0.8729  0.2915

Calculated values
M = 95.10 g mol⁻¹
HOMO level = -9.331 eV
Energy relative to the best compared isomer or geometry (same formula, charge and spin) = 137.8 kcal per mole
Gap between HOMO and LUMO = 0.3187 hartree
Charge = 0

Here is the ion C6H14N3O with charge +1 in a non-equilibrium geometry from OMol25. Energies are from ωB97M-V/def2-TZVPD.

Cartesian coordinates (Å):
C  -3.7040  -0.7936  -0.2242
C  -2.2532  -0.9940  0.2910
C  -1.6778  0.3857  0.4790
O  -2.1911  1.4327  0.5756
N  0.0939  0.5147  0.5833
C  1.0137  -0.3775  0.3805
N  2.2642  -0.1073  0.4444
C  3.4020  -0.9744  0.3653
N  0.5161  1.8427  0.6463
C  0.6858  2.2798  -0.6986
H  -4.2336  -0.2056  0.6550
H  -4.2753  -1.8250  -0.4088
H  -3.8103  -0.2112  -1.0278
H  -1.8165  -1.5843  -0.5514
H  -2.0621  -1.5396  1.2426
H  0.7828  -1.3600  0.2458
H  2.4428  0.8853  0.7646
H  3.4572  -1.3720  1.3692
H  4.2567  -0.3310  0.0188
H  3.0759  -1.6709  -0.5058
H  -0.1531  2.3136  1.1957
H  -0.3277  2.3735  -1.1198
H  1.0418  3.3776  -0.5426
H  1.2470  1.6284  -1.3056

Calculated values
M = 144.20 g mol⁻¹
SMILES = CCC(=O)/[N+](=C/NC)NC
HOMO level = -13.308 eV
Energy relative to the best compared isomer or geometry (same formula, charge and spin) = 45.1 kcal per mole
Gap between HOMO and LUMO = 0.3682 hartree
Charge = +1

Here is a cluster of 2 separate species, C17H26ClN2O7 in total in a non-equilibrium geometry from OMol25. Energies are from ωB97M-V/def2-TZVPD.

Cartesian coordinates (Å):
C  2.6126  -0.3417  1.8377
C  2.3375  0.5590  0.5558
O  2.3024  1.7989  0.7309
O  2.1730  0.0423  -0.7742
C  0.7422  -0.2669  -0.9948
C  0.6949  -1.7807  -1.5039
C  -0.7700  -2.4408  -1.5499
C  -1.9126  -1.5137  -0.8697
N  -2.6676  -0.8044  -1.7920
N  -3.6015  -0.1159  -1.1499
C  -3.8961  -0.0219  0.2030
C  -3.0905  -0.7250  1.2832
C  -3.3510  -0.6181  2.8428
O  -3.2097  0.7974  3.1976
O  -4.4761  1.3301  3.1749
C  -1.9734  -1.5670  0.6438
C  -0.9412  -2.4433  1.4769
C  -1.5882  -3.8743  1.8858
C  -2.2697  -3.8317  3.3324
Cl  -2.7875  -4.4994  0.6358
H  3.6885  -0.7529  1.8848
H  1.8917  -1.2151  1.9603
H  2.5215  0.3381  2.7621
H  0.2295  -0.0767  0.0034
H  0.4087  0.4513  -1.8274
H  1.1442  -1.7921  -2.5640
H  1.3665  -2.4291  -0.8478
H  -1.0277  -2.6428  -2.6507
H  -0.8259  -3.4567  -1.0274
H  -4.2079  0.4405  -1.7867
H  -4.7855  0.6155  0.5336
H  -2.5356  -1.1499  3.4484
H  -4.4011  -0.9109  3.1656
H  -4.3642  2.3119  3.1162
H  0.0768  -2.5713  0.9903
H  -0.7572  -1.8863  2.4669
H  -0.7329  -4.6315  1.9149
H  -1.7951  -3.0409  4.0154
H  -3.3922  -3.5873  3.2377
H  -2.1928  -4.8472  3.8583
C  3.8121  2.4778  -1.9947
C  3.9620  3.8877  -2.5227
C  2.7181  4.7126  -2.3750
O  2.8557  5.6568  -3.4305
C  3.5739  5.0319  -4.4075
O  3.6777  5.4306  -5.5292
O  4.1499  3.8888  -3.9373
H  4.7097  1.8917  -2.2070
H  3.6392  2.4789  -0.9185
H  2.9801  1.9635  -2.4830
H  4.8305  4.3749  -2.0653
H  2.6562  5.2121  -1.4065
H  1.7986  4.1430  -2.5429

Calculated values
M = 405.85 g mol⁻¹
HOMO level = -12.156 eV
Gap between HOMO and LUMO = 0.2575 hartree
Charge = +1

Here is an isolated molecule of C5H11NO from OMol25. Energies are from ωB97M-V/def2-TZVPD.

Cartesian coordinates (Å):
C  0.7806  1.6357  -1.2549
C  0.9202  0.1736  -1.6789
C  0.9871  -0.8069  -0.5004
C  -0.3774  -0.9712  0.1682
O  -1.3142  -1.5036  -0.4070
N  -0.4776  -0.4861  1.4385
C  -1.7399  -0.4629  2.1565
H  0.7379  2.2930  -2.1302
H  -0.1340  1.8025  -0.6737
H  1.6325  1.9599  -0.6431
H  0.0693  -0.1173  -2.3043
H  1.8215  0.0605  -2.2939
H  1.2588  -1.8032  -0.8639
H  1.7729  -0.4974  0.2044
H  0.2824  0.0840  1.7710
H  -2.5597  -0.5766  1.4426
H  -1.8497  0.4914  2.6793
H  -1.8109  -1.2753  2.8898

Calculated values
M = 101.15 g mol⁻¹
SMILES = CCCC(=O)NC
HOMO level = -9.661 eV
Energy relative to the best compared isomer or geometry (same formula, charge and spin) = 3.2 kcal per mole
Gap between HOMO and LUMO = 0.3879 hartree
Charge = 0

Here is a structure of composition C26H24F5NO2P2Pb in a non-equilibrium geometry from OMol25. Energies are from ωB97M-V/def2-TZVPD.

Cartesian coordinates (Å):
C  -2.3740  2.2379  -3.0128
C  -2.0799  0.9043  -2.7493
C  -0.7076  0.5074  -2.8817
C  0.2313  1.4900  -2.4087
C  -0.0768  2.8508  -2.5662
C  -1.3390  3.2054  -3.0058
C  1.3834  1.0017  -1.7612
C  1.8495  -0.2509  -2.1783
C  0.8494  -1.1899  -2.6725
C  1.0670  -2.5491  -2.2995
C  2.3819  -2.9827  -2.1863
C  3.4481  -2.0583  -2.1254
C  3.1643  -0.7006  -1.9995
H  -3.4220  2.5324  -3.1881
H  0.7169  3.5696  -2.3980
H  -1.5596  4.2324  -3.2760
H  2.0213  1.6950  -1.0679
H  2.5817  -4.0638  -2.1274
H  4.4743  -2.4005  -2.1066
H  3.9224  0.0450  -1.8034
N  -0.3270  -0.7506  -3.1702
Pb  0.1845  0.1497  1.7215
C  -3.0305  0.0030  -1.9891
H  -2.9229  -1.0238  -2.3390
H  -4.0715  0.3285  -2.1009
C  -0.0946  -3.3444  -1.7136
H  -0.9877  -3.1789  -2.3152
H  0.1409  -4.4130  -1.6713
P  -2.5626  0.0214  -0.1640
P  -0.4428  -2.7075  0.0019
C  0.9274  -3.5476  0.9218
H  0.7405  -3.4915  2.0084
H  0.9867  -4.6059  0.6163
H  1.8856  -3.0523  0.6951
C  -1.8071  -3.8640  0.4868
H  -1.4576  -4.9080  0.4165
H  -2.1130  -3.6427  1.5217
H  -2.6600  -3.7113  -0.1937
C  -3.0519  1.7436  0.2700
H  -3.9067  2.0640  -0.3435
H  -3.3340  1.7979  1.3323
H  -2.2107  2.4270  0.0923
C  -4.0149  -0.8462  0.5511
H  -3.9827  -0.7486  1.6436
H  -4.9477  -0.4052  0.1743
H  -3.9821  -1.9074  0.2841
C  -1.4230  -0.6268  3.8123
O  -1.8646  -0.8973  4.8346
H  0.5570  0.3480  0.0490
F  4.5830  3.1095  5.5584
C  3.7021  3.0286  4.5657
C  2.7569  4.0318  4.3560
F  2.7408  5.0939  5.1709
C  1.8124  3.9163  3.3146
F  0.8917  4.8891  3.1443
C  1.7726  2.7400  2.5038
O  0.7686  2.4495  1.7342
C  2.8374  1.8098  2.6599
F  2.9162  0.7400  1.8077
C  3.7657  1.9276  3.6994
F  4.6929  0.9774  3.8670

Calculated values
M = 746.62 g mol⁻¹
HOMO level (alpha / beta) = -13.668 / -13.877 eV
Energy relative to the best compared isomer or geometry (same formula, charge and spin) = 40.1 kcal per mole
Gap between HOMO and LUMO (alpha / beta) = 0.1689 / 0.1899 hartree
Charge = +2